Formula: C21H30AsBBeF8I2LiN4Na2O18PS
Source: the Open Molecules 2025 dataset
Level of theory: wB97M-V/def2-TZVPD

Results
total charge: +2
HOMO-LUMO gap: 0.668 eV
LUMO energy: -9.2 eV

Each line ends with the Mulliken charge.
Element x y z (Å)
C -1.64 -1.55 3.85  0.403
C -0.59 -1.13 3.46  -0.685
N 0.66 -0.61 3.22  0.069
C 1.26 0.38 4.03  -0.189
C 0.62 0.92 5.23  -0.014
C 1.47 0.82 6.53  -0.207
N 2.01 2.13 6.88  -0.641
N 2.40 0.68 3.49  -0.840
N 2.56 -0.07 2.37  0.996
C 3.79 0.20 1.57  -0.483
I 5.36 0.65 3.04  0.088
C 4.27 -0.97 0.63  -0.437
C 3.88 -0.61 -0.83  -1.202
I 6.44 -1.10 0.54  0.141
C 1.50 -0.87 2.18  0.261
P 1.23 -2.09 0.77  0.136
O 0.59 -1.26 -0.45  -0.374
O 0.03 -3.01 1.37  -0.450
H -2.51 -2.09 4.18  0.462
H -0.34 0.40 5.35  -0.013
H 0.38 1.98 5.05  0.311
H 0.74 0.56 7.28  0.150
H 2.23 0.04 6.46  0.346
H 3.02 2.15 6.77  0.185
H 1.77 2.36 7.83  0.275
H 3.66 1.14 1.05  0.584
H 3.88 -1.94 0.92  0.571
H 4.60 -1.02 -1.53  0.470
H 2.90 -1.01 -1.10  0.254
H 3.86 0.47 -0.97  0.419
H 0.23 -0.38 -0.24  0.492
H -0.82 -2.52 1.28  0.386
F 6.00 -4.64 0.13  -0.449
As 7.43 -4.99 -0.85  2.046
F 8.41 -4.73 0.56  -0.470
F 7.57 -3.32 -1.27  -0.442
F 8.79 -5.38 -1.79  -0.441
F 6.37 -5.28 -2.22  -0.519
F 7.27 -6.71 -0.39  -0.671
C -2.86 2.42 0.87  -0.401
C -1.72 2.32 -0.11  -0.242
O -1.21 0.99 0.17  -0.459
C -2.22 0.27 0.72  0.704
O -2.16 -0.91 0.90  -0.606
O -3.26 1.04 1.02  -0.331
H -3.69 3.02 0.50  0.360
H -2.56 2.81 1.84  0.280
H -2.04 2.36 -1.15  0.157
H -0.95 3.07 0.05  0.367
Li 1.01 -2.79 4.10  0.915
C 9.77 -6.27 2.80  0.876
O 10.88 -5.76 2.89  -0.318
O 9.44 -7.12 1.95  -0.234
O 8.80 -6.02 3.55  -0.336
O -5.33 3.78 -3.70  -0.561
S -4.14 3.10 -4.14  1.109
O -2.84 3.62 -3.83  -0.616
O -4.26 2.80 -5.68  -0.207
C -4.52 3.92 -6.58  -0.078
C -3.29 4.77 -6.81  -1.089
C -4.21 1.42 -3.60  -0.929
H -5.36 4.51 -6.21  0.241
H -4.83 3.46 -7.52  0.087
H -3.00 5.29 -5.90  0.369
H -3.49 5.52 -7.57  0.397
H -2.45 4.16 -7.12  0.261
H -5.18 1.01 -3.85  0.376
H -4.06 1.42 -2.52  0.244
H -3.41 0.86 -4.09  0.328
Na 7.08 -2.34 2.93  0.731
B -1.99 0.07 8.55  0.750
O -3.18 -0.07 9.41  -0.481
C -2.98 -1.08 10.26  0.594
O -3.76 -1.46 11.08  -0.551
C -1.60 -1.68 9.98  0.522
O -1.09 -2.60 10.55  -0.603
O -1.04 -0.99 8.99  -0.530
F -1.39 1.33 8.70  -0.332
F -2.31 -0.13 7.19  -0.380
C -5.81 0.89 -11.49  -0.355
C -5.97 1.34 -10.05  -0.316
O -4.73 2.01 -9.80  -0.238
C -4.22 2.41 -11.00  0.601
O -3.29 3.14 -11.12  -0.504
O -4.93 1.88 -12.02  -0.328
H -6.75 0.87 -12.04  0.301
H -5.34 -0.09 -11.57  0.256
H -6.79 2.05 -9.92  0.272
H -6.11 0.51 -9.36  0.319
Na 5.59 -7.47 -1.02  1.013
Be -7.54 4.73 -3.62  0.075



Formula: C21H30BCl36FO8S2
Source: the Open Molecules 2025 dataset
Level of theory: wB97M-V/def2-TZVPD

Results
HOMO-LUMO gap: 9.892 eV
LUMO energy: 0.0 eV

Each line ends with the Mulliken charge.
Element x y z (Å)
C 3.62 -0.76 -2.39  -0.413
C 3.45 0.73 -2.69  -0.839
C 2.07 1.19 -3.13  0.176
O 1.46 0.33 -4.07  -0.380
C 0.21 0.82 -4.51  -1.116
C -0.97 -0.12 -4.22  -0.317
O -0.47 -1.48 -4.10  -0.546
S -0.34 -2.03 -2.64  1.322
O 0.16 -3.35 -2.76  -0.563
O 0.43 -1.22 -1.76  -0.540
C -2.04 -2.10 -2.11  -1.105
C -2.74 -0.77 -2.47  -0.228
S -4.15 -1.22 -3.48  1.321
O -3.86 -1.14 -4.85  -0.595
O -4.71 -2.42 -2.99  -0.656
F -5.14 -0.09 -3.08  -0.222
C -1.84 0.33 -3.05  -0.335
B -2.59 1.67 -3.50  0.848
O -3.52 1.70 -4.48  -0.517
O -2.23 2.85 -2.91  -0.581
C -2.44 2.92 -1.49  0.104
H 3.46 -0.94 -1.33  -0.203
H 4.61 -1.09 -2.64  0.497
H 2.91 -1.38 -2.93  0.121
H 3.67 1.28 -1.78  0.229
H 4.20 1.01 -3.42  0.413
H 1.42 1.30 -2.26  -0.150
H 2.19 2.19 -3.55  0.561
H 0.29 0.97 -5.59  0.318
H 0.05 1.80 -4.07  0.498
H -1.58 -0.11 -5.11  0.784
H -2.11 -2.34 -1.06  0.000
H -2.44 -2.95 -2.65  0.664
H -3.15 -0.37 -1.55  0.714
H -1.17 0.63 -2.25  0.159
H -4.22 2.31 -4.20  0.307
H -2.05 3.87 -1.16  -0.242
H -1.90 2.15 -0.93  0.020
H -3.51 2.90 -1.29  0.301
C 1.38 0.42 0.78  1.365
Cl 0.35 -0.29 2.02  -0.058
Cl 0.71 1.97 0.24  -0.204
Cl 3.03 0.63 1.37  -0.081
H 1.41 -0.25 -0.08  -0.855
C 5.96 -2.57 0.42  -0.002
Cl 5.90 -0.82 0.18  -0.097
Cl 4.71 -3.37 -0.53  -0.008
Cl 7.57 -3.18 0.02  -0.142
H 5.77 -2.78 1.46  0.242
C -1.27 -5.20 0.51  -0.085
Cl -2.52 -5.96 1.48  -0.097
Cl -1.68 -5.22 -1.21  -0.084
Cl -0.98 -3.55 1.07  -0.015
H -0.36 -5.76 0.64  0.316
C -0.62 0.20 6.30  -0.058
Cl 0.39 -0.37 7.63  -0.130
Cl 0.29 1.28 5.25  -0.060
Cl -1.29 -1.16 5.40  -0.081
H -1.44 0.75 6.73  0.312
C -1.36 -6.15 5.30  -0.182
Cl -1.42 -4.41 4.99  0.008
Cl -2.65 -6.97 4.44  -0.107
Cl 0.22 -6.78 4.83  -0.064
H -1.49 -6.31 6.36  0.346
C 3.75 4.33 3.40  0.014
Cl 2.49 3.61 4.42  -0.081
Cl 3.33 4.18 1.70  -0.084
Cl 4.01 6.02 3.84  -0.134
H 4.67 3.79 3.57  0.288
C 3.21 -5.44 -3.62  0.698
Cl 4.26 -6.06 -2.34  -0.146
Cl 4.07 -4.29 -4.63  -0.132
Cl 2.55 -6.76 -4.59  -0.146
H 2.38 -4.92 -3.16  -0.283
C 3.59 -5.14 5.66  0.260
Cl 3.49 -4.43 4.05  -0.024
Cl 5.18 -5.83 5.96  -0.127
Cl 3.18 -3.95 6.90  -0.120
H 2.86 -5.94 5.72  0.009
C -2.74 6.95 -0.77  0.141
Cl -4.05 6.85 -1.94  -0.106
Cl -2.98 5.80 0.54  -0.129
Cl -1.18 6.68 -1.56  -0.117
H -2.74 7.95 -0.35  0.218
C -4.28 10.81 2.45  0.039
Cl -4.51 12.47 1.91  -0.127
Cl -5.31 9.71 1.53  -0.083
Cl -2.58 10.36 2.35  -0.125
H -4.58 10.75 3.49  0.295
C 5.29 -9.58 4.61  -0.011
Cl 5.97 -9.84 6.22  -0.115
Cl 5.12 -11.10 3.74  -0.123
Cl 3.74 -8.74 4.72  -0.030
H 5.97 -8.94 4.06  0.292
C -7.92 9.98 -1.88  0.006
Cl -7.90 10.61 -0.23  -0.108
Cl -6.77 8.67 -2.12  -0.068
Cl -9.55 9.43 -2.29  -0.128
H -7.66 10.79 -2.54  0.299



Formula: C21H30Cl10IN3O4
Source: the Open Molecules 2025 dataset
Level of theory: wB97M-V/def2-TZVPD

Results
HOMO-LUMO gap: 8.301 eV
LUMO energy: -0.7 eV
SMILES string: Nc1c(CCCI)cc2c(c1ON=O)C(=O)NC2=O.ClCCCl.ClCCCl.ClCCCl.ClCCCl.ClCCCl

Each line ends with the Mulliken charge.
Element x y z (Å)
N -0.46 2.46 -0.75  -0.228
C -1.84 2.31 -1.28  0.024
C -2.60 0.96 -1.05  0.485
C -1.90 -0.26 -0.28  0.232
C -2.33 -0.28 1.28  -0.363
C -3.48 -1.40 1.46  -0.946
I -5.37 -0.37 1.78  0.024
C -4.08 0.72 -1.54  -0.669
C -4.73 1.89 -2.30  0.025
C -3.97 3.21 -2.56  0.650
C -2.53 3.47 -2.06  0.088
O -1.90 4.73 -2.33  -0.237
N -2.31 5.57 -1.32  0.130
O -2.82 6.53 -1.81  -0.293
C -4.98 4.10 -3.41  0.015
O -4.63 5.11 -4.05  -0.484
N -6.35 3.50 -3.32  -0.344
C -6.16 2.06 -2.98  0.193
O -7.03 1.22 -3.27  -0.521
H -0.31 3.44 -0.46  0.218
H 0.23 2.19 -1.48  0.183
H -0.76 -0.14 -0.43  -0.671
H -2.20 -1.21 -0.85  0.497
H -1.39 -0.49 1.90  0.038
H -2.74 0.77 1.51  0.430
H -3.17 -2.10 2.31  0.445
H -3.61 -2.07 0.54  0.353
H -4.65 -0.24 -1.35  0.449
H -6.80 4.00 -2.52  0.332
Cl 1.47 4.93 1.42  -0.180
C 3.18 4.50 1.22  -0.544
C 3.36 3.14 0.58  -0.514
Cl 2.86 1.82 1.67  -0.050
H 3.67 4.56 2.19  0.335
H 3.62 5.27 0.57  0.334
H 4.42 2.97 0.35  0.359
H 2.79 3.05 -0.34  0.266
Cl 1.27 0.12 6.69  -0.207
C 2.37 -1.07 5.95  0.033
C 2.95 -0.57 4.64  -0.604
Cl 1.71 -0.47 3.35  -0.094
H 1.82 -2.00 5.82  -0.158
H 3.18 -1.24 6.66  0.340
H 3.71 -1.27 4.28  0.316
H 3.41 0.41 4.74  0.361
Cl 1.78 0.14 -1.27  -0.126
C 3.50 -0.29 -1.48  -0.583
C 3.67 -1.65 -2.12  -0.048
Cl 3.16 -2.97 -1.03  -0.198
H 3.98 -0.24 -0.50  0.307
H 3.94 0.48 -2.12  0.308
H 4.72 -1.82 -2.35  0.407
H 3.10 -1.74 -3.05  -0.194
Cl 3.36 -2.56 -4.95  -0.205
C 1.66 -3.03 -5.21  -0.367
C 1.21 -2.78 -6.63  -0.427
Cl 1.10 -1.04 -7.02  -0.180
H 1.04 -2.48 -4.49  0.276
H 1.58 -4.09 -4.97  0.339
H 0.21 -3.20 -6.79  0.315
H 1.89 -3.25 -7.35  0.312
Cl 2.98 -5.15 6.26  -0.180
C 1.29 -5.63 5.99  -0.525
C 0.85 -5.39 4.56  -0.461
Cl 0.74 -3.65 4.18  -0.114
H 0.67 -5.08 6.70  0.321
H 1.22 -6.69 6.22  0.359
H -0.14 -5.81 4.40  0.305
H 1.54 -5.85 3.85  0.308



Formula: C21H30Cl2IrN2OS5
Source: the Open Molecules 2025 dataset
Level of theory: wB97M-V/def2-TZVPD

Results
total charge: +2
2S+1: 6
<S²>: 8.8286
HOMO-LUMO gap (spin up / spin down): 7.226 / 6.561 eV
ΔE to the lowest compared entry with this formula, charge and spin: 0.0 kJ/mol
LUMO energy (spin up / spin down): -5.0 / -7.1 eV

Each line ends with the Mulliken spin population.
Element x y z (Å)
Ir 0.19 -0.30 -0.43  2.135
C 3.48 -1.51 -0.53  0.003
C 2.72 -2.81 -0.39  0.009
S 0.96 -2.73 -0.81  0.133
C 0.88 -2.94 -2.61  0.008
C 1.36 -1.78 -3.45  0.000
S 0.44 -0.27 -3.06  0.174
C 1.70 1.00 -3.37  0.007
C 1.27 2.32 -2.75  0.002
S 1.02 2.30 -0.96  0.193
C 2.68 2.49 -0.27  0.010
C 3.56 1.24 -0.28  -0.012
S 2.68 -0.19 0.42  0.180
H 3.54 -1.19 -1.57  0.002
H 4.50 -1.63 -0.16  0.008
H 2.74 -3.16 0.64  0.000
H 3.18 -3.59 -1.00  0.003
H -0.19 -3.12 -2.79  -0.001
H 1.41 -3.86 -2.88  0.003
H 1.22 -2.02 -4.51  0.005
H 2.42 -1.59 -3.30  0.000
H 1.83 1.12 -4.45  0.003
H 2.65 0.65 -2.96  -0.001
H 0.31 2.63 -3.16  -0.001
H 1.99 3.10 -2.99  0.005
H 2.51 2.83 0.76  -0.001
H 3.18 3.31 -0.79  0.008
H 4.45 1.42 0.33  0.006
H 3.89 1.00 -1.28  -0.002
Cl -3.02 1.11 -2.46  0.017
C -3.27 1.99 -0.99  0.202
C -4.34 2.83 -0.85  -0.075
C -4.52 3.53 0.35  0.213
C -3.62 3.38 1.40  -0.079
C -2.55 2.54 1.27  0.209
Cl -1.40 2.36 2.54  0.021
C -2.33 1.81 0.07  0.063
N -1.31 1.01 -0.06  1.174
H -5.05 2.94 -1.66  0.005
H -5.37 4.18 0.46  0.012
H -3.76 3.93 2.32  0.004
C -3.71 -3.12 -1.22  0.006
C -2.56 -2.51 -0.44  -0.004
O -1.77 -1.65 -1.29  0.112
H -4.26 -3.81 -0.59  0.001
H -3.35 -3.67 -2.09  0.000
H -4.41 -2.35 -1.56  -0.001
H -1.87 -3.27 -0.08  0.001
H -2.90 -1.93 0.42  0.000
H -2.37 -1.02 -1.72  -0.018
S -0.13 -1.52 1.92  0.164
C 0.25 -0.68 3.37  0.006
N -0.77 -0.20 4.12  0.029
C -0.63 0.40 5.32  -0.001
C 0.61 0.58 5.85  0.027
C 1.71 0.12 5.11  -0.001
C 1.54 -0.50 3.90  0.030
H -1.71 -0.33 3.74  -0.001
H -1.55 0.72 5.80  0.000
H 0.73 1.06 6.81  0.002
H 2.71 0.24 5.51  0.000
H 2.38 -0.87 3.33  0.004



Formula: C21H30F16N2O5P
Source: the Open Molecules 2025 dataset
Level of theory: wB97M-V/def2-TZVPD

Results
2S+1: 2
<S²>: 0.7542
HOMO-LUMO gap (spin up / spin down): 8.036 / 7.730 eV
LUMO energy (spin up / spin down): 0.4 / 0.1 eV

Each line ends with the Mulliken spin population.
Element x y z (Å)
C 2.41 3.10 1.38  0.008
C 1.51 2.33 2.35  0.008
C 2.34 2.17 3.61  0.017
C 0.30 3.25 2.65  0.022
C -1.09 2.58 2.60  -0.015
C -2.09 3.30 3.51  0.000
C -2.48 4.69 3.06  0.001
O -3.39 4.85 2.39  0.000
P -1.67 2.59 0.82  0.003
N -1.38 4.21 0.27  0.000
O -3.31 2.37 0.86  0.004
C -0.92 1.15 3.11  0.036
C 0.12 0.29 2.36  -0.001
C -0.64 -0.60 1.39  0.006
C 0.73 -0.68 3.40  0.023
N 1.17 1.06 1.70  0.332
O 1.05 1.13 0.43  0.561
H 2.80 3.93 1.93  0.000
H 3.23 2.51 1.03  -0.002
H 1.85 3.51 0.57  0.004
H 2.69 3.14 3.90  0.000
H 1.82 1.68 4.41  0.002
H 3.24 1.62 3.35  -0.009
H 0.35 4.15 2.06  0.001
H 0.41 3.59 3.67  0.001
H -3.00 2.73 3.53  -0.001
H -1.74 3.38 4.53  0.001
H -1.90 5.58 3.33  0.000
H -0.38 4.31 0.14  0.001
H -1.76 4.30 -0.66  -0.001
H -3.45 1.72 0.18  0.000
H -0.57 1.26 4.13  0.001
H -1.85 0.61 3.18  0.006
H -1.46 -0.09 0.94  -0.001
H -1.06 -1.38 2.00  -0.003
H 0.02 -1.08 0.68  -0.004
H 0.07 -0.82 4.24  0.000
H 1.73 -0.40 3.70  -0.012
H 0.82 -1.64 2.92  -0.001
C 3.27 0.25 -4.59  0.000
C 4.76 0.47 -4.30  0.000
C 5.63 -0.79 -4.28  0.000
F 5.20 -1.66 -3.35  0.000
F 6.90 -0.44 -3.98  0.000
F 4.90 1.15 -3.15  0.000
F 5.24 1.27 -5.29  0.000
O 2.42 0.14 -3.47  0.000
C 2.33 -1.08 -2.84  0.000
C 2.94 -1.04 -1.44  0.027
F 4.22 -0.61 -1.47  0.000
F 2.94 -2.29 -0.91  0.000
F 2.89 -2.04 -3.60  0.000
F 1.02 -1.37 -2.72  0.000
H 2.93 1.15 -5.10  0.000
H 3.10 -0.56 -5.30  0.000
H 5.62 -1.27 -5.26  0.000
H 2.36 -0.38 -0.79  -0.015
C -2.94 -2.75 -2.19  0.000
C -3.25 -2.63 -0.69  0.000
C -2.58 -3.65 0.22  0.000
F -2.93 -4.91 -0.12  0.000
F -2.97 -3.44 1.50  0.000
F -4.58 -2.63 -0.51  0.000
F -2.80 -1.40 -0.30  0.000
O -3.87 -3.48 -2.96  0.000
C -3.77 -4.85 -2.97  0.000
C -4.97 -5.51 -2.28  0.000
F -5.10 -5.04 -1.02  0.000
F -4.76 -6.84 -2.21  0.000
F -2.60 -5.25 -2.43  0.000
F -3.77 -5.24 -4.26  0.000
H -2.99 -1.74 -2.59  0.000
H -1.92 -3.09 -2.37  0.000
H -1.49 -3.56 0.17  0.000
H -5.88 -5.31 -2.84  0.000



Formula: C21H30F2N4PPd
Source: the Open Molecules 2025 dataset
Level of theory: wB97M-V/def2-TZVPD

Results
total charge: +3
2S+1: 5
<S²>: 6.0550
HOMO-LUMO gap (spin up / spin down): 7.512 / 5.610 eV
LUMO energy (spin up / spin down): -9.6 / -12.5 eV

Each line ends with the Mulliken spin population.
Element x y z (Å)
Pd 0.48 0.27 -0.08  1.203
N -2.73 -2.53 1.88  0.001
C -3.61 -1.53 1.90  0.228
C -2.94 -0.42 1.34  0.124
N -1.71 -0.76 0.99  0.065
C -1.56 -2.06 1.31  0.062
C -0.36 -2.73 1.07  0.053
N 0.69 -2.10 0.48  0.079
C 1.67 -2.98 0.41  0.148
C 1.25 -4.22 0.96  0.231
N -0.01 -4.02 1.36  0.002
H -2.92 -3.47 2.21  -0.003
H -4.61 -1.63 2.30  0.002
H -3.34 0.58 1.20  0.034
H 2.63 -2.77 -0.03  0.017
H 1.77 -5.16 1.08  0.003
H -0.58 -4.73 1.80  -0.003
F 3.14 1.20 -1.35  0.069
C 2.82 0.13 -0.65  0.669
F 2.79 -0.94 -1.45  0.064
H 3.46 -0.02 0.22  0.025
C -3.58 3.36 -0.50  0.017
C -2.14 3.66 -0.09  0.132
C -2.01 3.70 1.44  0.048
C -1.66 5.00 -0.69  0.043
P -0.96 2.37 -0.73  0.223
C 0.71 2.93 -0.39  0.064
C 1.47 3.68 -1.31  0.038
C 2.69 4.19 -0.94  0.020
C 3.22 3.91 0.32  0.052
C 2.52 3.14 1.23  -0.030
C 1.26 2.66 0.89  0.128
C -1.17 1.73 -2.45  0.079
C -1.33 2.82 -3.52  0.019
C 0.06 0.86 -2.75  0.084
C -2.41 0.82 -2.45  0.040
H -4.21 4.12 -0.04  0.002
H -3.93 2.39 -0.14  -0.006
H -3.73 3.42 -1.58  0.000
H -2.69 4.46 1.82  0.000
H -1.01 3.97 1.77  0.001
H -2.29 2.75 1.90  -0.008
H -2.39 5.75 -0.36  0.008
H -1.66 5.00 -1.78  -0.002
H -0.69 5.30 -0.32  0.001
H 1.07 3.92 -2.28  -0.001
H 3.25 4.81 -1.63  0.000
H 4.19 4.32 0.60  -0.001
H 2.92 2.94 2.22  0.000
H 0.67 2.16 1.65  0.019
H -0.49 3.50 -3.58  -0.006
H -2.24 3.40 -3.38  0.004
H -1.41 2.32 -4.49  0.007
H 0.98 1.43 -2.84  -0.011
H -0.08 0.27 -3.65  0.005
H 0.20 0.06 -1.97  -0.031
H -3.33 1.34 -2.19  -0.001
H -2.29 -0.04 -1.79  -0.019
H -2.54 0.43 -3.47  0.003